# 1
This record from the Open Molecules 2025 dataset describes a 3-piece molecular cluster, C32H63INO3 overall in a non-equilibrium geometry. The level of theory is wB97M-V/def2-TZVPD.

The geometry in XYZ format:
```
100
C32H63INO3 wB97M-V/def2-TZVPD
C 0.432 0.250 -5.415
C -0.364 0.239 -4.040
C 0.115 1.489 -3.182
C 0.475 1.148 -1.696
C -0.534 0.965 -0.632
C -2.050 1.100 -1.041
O -2.580 2.331 -0.483
C -3.379 2.964 -1.514
C -0.157 0.641 0.766
C -1.378 0.463 1.710
N 1.179 0.517 1.156
C 1.518 0.236 2.581
C 0.972 -1.201 3.053
C 1.020 1.414 3.557
C 2.124 1.758 4.670
C 1.637 1.109 6.043
C 2.165 0.662 0.187
I 4.284 0.441 0.583
C 1.885 0.982 -1.222
O 2.903 1.149 -2.147
C 3.157 -0.056 -2.928
C 2.695 -1.412 -2.272
O 3.408 -2.458 -2.981
C 2.593 -3.043 -4.003
C 1.622 -4.184 -3.443
H -0.206 0.050 -6.315
H 1.192 -0.578 -5.370
H 1.004 1.194 -5.607
H -0.285 -0.736 -3.486
H -1.452 0.382 -4.312
H -0.700 2.270 -3.187
H 1.020 1.983 -3.615
H -2.199 1.084 -2.148
H -2.664 0.275 -0.569
H -2.668 3.283 -2.326
H -3.971 3.821 -1.102
H -4.138 2.235 -1.932
H -1.144 0.247 2.774
H -1.945 1.441 1.691
H -2.101 -0.309 1.327
H 2.612 0.180 2.783
H 0.715 -1.129 4.137
H 1.812 -1.937 2.928
H 0.130 -1.569 2.414
H 0.910 2.343 2.941
H 0.101 1.123 4.125
H 3.147 1.395 4.396
H 2.145 2.865 4.839
H 2.446 1.086 6.818
H 0.778 1.720 6.443
H 1.216 0.078 5.858
H 2.771 0.050 -3.985
H 4.280 -0.126 -3.040
H 1.597 -1.592 -2.448
H 2.974 -1.535 -1.197
H 2.050 -2.299 -4.643
H 3.304 -3.586 -4.693
H 1.344 -4.020 -2.371
H 2.099 -5.202 -3.517
H 0.742 -4.198 -4.143
C -2.772 -6.977 -8.606
C -2.436 -5.550 -9.020
C -0.976 -5.173 -8.766
C -0.539 -5.204 -7.299
C -1.348 -4.311 -6.358
C -1.249 -2.829 -6.699
H -2.643 -7.128 -7.532
H -3.812 -7.205 -8.848
H -2.139 -7.696 -9.133
H -3.106 -4.852 -8.509
H -2.638 -5.442 -10.090
H -0.794 -4.175 -9.179
H -0.330 -5.853 -9.331
H 0.516 -4.910 -7.247
H -0.581 -6.232 -6.928
H -0.975 -4.458 -5.340
H -2.397 -4.617 -6.347
H -0.209 -2.491 -6.682
H -1.808 -2.237 -5.969
H -1.666 -2.614 -7.686
C -2.110 3.577 10.699
C -0.638 3.453 10.326
C 0.090 4.797 10.276
C -0.434 5.786 9.232
C -0.426 5.279 7.790
C 0.971 4.961 7.271
H -2.668 4.153 9.958
H -2.569 2.587 10.760
H -2.227 4.062 11.671
H -0.545 2.932 9.368
H -0.143 2.820 11.069
H 1.155 4.613 10.101
H 0.027 5.271 11.261
H 0.168 6.700 9.290
H -1.454 6.085 9.493
H -0.866 6.050 7.151
H -1.065 4.396 7.691
H 1.619 5.839 7.328
H 0.920 4.646 6.224
H 1.437 4.151 7.836
```

Calculated values
**Strongest force on any atom**: 2.88 eV Å⁻¹
**Multiplicity**: 1
**Total charge**: +1
**HOMO level**: -12.208 eV
**M**: 636.76 g/mol
**DFT total energy**: -1834.8726 a.u.
**LUMO level**: -0.1369 Eh

These are the Löwdin partial charges, in e, on atoms 1 to 8: number 1, C, carries -0.10; number 2, C, carries -0.20; number 3, C, carries -0.12; number 4, C, carries 0.00; number 5, C, carries 0.00; number 6, C, carries -0.16; number 7, O, carries -0.21; number 8, C, carries -0.08

=====

# 2
This record from the Open Molecules 2025 dataset describes a 9-piece molecular cluster, C32H64Br4O14S7 overall in a non-equilibrium geometry. The level of theory is wB97M-V/def2-TZVPD.

The geometry in XYZ format:
```
121
C32H64Br4O14S7 wB97M-V/def2-TZVPD
C 10.792 -5.012 1.189
C 9.281 -4.549 1.225
C 8.628 -4.635 2.639
S 9.925 -5.490 3.693
O 9.294 -6.609 4.377
O 10.769 -4.551 4.371
C 10.879 -6.146 2.261
H 11.580 -4.291 1.407
H 11.081 -5.295 0.177
H 8.800 -5.345 0.656
H 9.070 -3.574 0.786
H 7.710 -5.219 2.564
H 8.245 -3.739 3.127
H 10.183 -6.897 1.888
H 11.789 -6.545 2.708
C 5.848 6.244 2.863
C 4.877 5.932 3.969
C 4.423 4.470 3.694
S 5.989 3.649 3.413
O 5.913 2.587 2.379
O 6.556 3.200 4.723
C 6.888 5.129 2.891
H 6.324 7.212 2.705
H 5.233 6.140 1.969
H 4.083 6.645 4.191
H 5.369 5.981 4.940
H 4.021 4.235 2.709
H 3.981 3.842 4.468
H 7.105 4.876 1.853
H 7.778 5.129 3.520
C -5.720 0.705 6.452
C -6.502 1.453 7.498
C -7.565 0.457 7.995
S -6.909 -1.216 8.077
O -7.730 -2.067 7.220
O -6.582 -1.566 9.466
C -5.313 -0.663 7.136
H -5.010 1.313 5.891
H -6.477 0.438 5.715
H -6.967 2.308 7.007
H -5.923 1.956 8.274
H -8.490 0.392 7.422
H -7.946 0.735 8.978
H -4.982 -1.429 6.434
H -4.542 -0.571 7.901
C -0.257 -10.343 -4.349
C 0.745 -10.562 -3.299
C 1.308 -9.210 -2.749
S -0.227 -8.038 -2.843
O 0.126 -6.818 -3.617
O -0.916 -8.003 -1.486
C -1.096 -9.206 -4.010
H -0.813 -11.202 -4.724
H 0.297 -10.017 -5.228
H 1.493 -11.216 -3.747
H 0.266 -11.103 -2.482
H 1.963 -8.664 -3.427
H 1.769 -9.113 -1.766
H -1.586 -8.630 -4.795
H -1.896 -9.720 -3.478
C 8.469 2.393 -4.410
C 8.448 3.739 -5.176
C 7.485 4.647 -4.417
S 6.022 3.612 -4.080
O 5.142 3.656 -5.219
O 5.682 3.664 -2.668
C 6.930 2.040 -4.372
H 8.930 2.376 -3.422
H 9.067 1.720 -5.024
H 7.995 3.698 -6.167
H 9.469 4.120 -5.172
H 7.226 5.631 -4.810
H 7.909 4.706 -3.415
H 6.403 1.595 -5.216
H 6.700 1.415 -3.509
C -1.831 1.716 -7.876
C -2.468 2.766 -8.714
C -4.027 2.840 -8.363
S -4.378 1.568 -7.037
O -4.678 0.294 -7.666
O -5.203 2.122 -5.979
C -2.592 1.655 -6.549
H -0.843 2.147 -7.716
H -1.733 0.675 -8.184
H -2.436 2.326 -9.711
H -1.978 3.738 -8.773
H -4.744 2.536 -9.126
H -4.293 3.810 -7.945
H -2.331 0.852 -5.860
H -2.378 2.548 -5.961
C -9.985 -1.149 1.501
C -9.546 0.241 0.915
C -10.603 1.353 1.142
S -11.994 0.477 1.980
O -13.310 0.800 1.495
O -11.871 0.422 3.395
C -11.494 -1.172 1.422
H -9.745 -1.072 2.562
H -9.518 -2.000 1.005
H -9.513 0.156 -0.171
H -8.555 0.485 1.298
H -11.066 1.654 0.202
H -10.348 2.287 1.642
H -11.852 -1.378 0.413
H -11.946 -1.963 2.020
Br 1.268 -2.183 1.036
C 0.344 -0.592 0.238
C -1.228 -0.521 0.537
Br -2.019 1.111 -0.254
H 0.488 -0.663 -0.841
H 0.888 0.298 0.555
H -1.245 -0.345 1.613
H -1.805 -1.434 0.390
Br -2.745 9.084 1.365
C -4.406 8.062 1.318
C -5.410 8.600 2.299
Br -4.878 8.042 4.214
H -4.264 7.052 1.704
H -4.741 7.888 0.295
H -6.448 8.398 2.033
H -5.347 9.685 2.389
```

Calculated values
**Strongest force on any atom**: 4.18 eV Å⁻¹
**Structure (SMILES)**: O=S1(=O)CCCC1.O=S1(=O)CCCC1.O=S1(=O)CCCC1.O=S1(=O)CCCC1.O=S1(=O)CCCC1.O=S1(=O)CCCC1.O=S1(=O)CCCC1.BrCCBr.BrCCBr
**Multiplicity**: 1
**Total charge**: 0
**HOMO level**: -10.146 eV
**M**: 1216.93 g/mol
**DFT total energy**: -15394.1100 a.u.
**LUMO level**: 0.0030 Eh
**Energy relative to the best compared isomer or geometry (same formula, charge and spin)**: 634.4 kJ/mol

These are the Löwdin partial charges, in e, on atoms 1 to 8: number 1, C, carries -0.21; number 2, C, carries -0.20; number 3, C, carries -0.20; number 4, S, carries 0.68; number 5, O, carries -0.35; number 6, O, carries -0.32; number 7, C, carries -0.21; number 8, H, carries 0.10